1.
The following is a DFT calculation (ωB97M-V/def2-TZVPD) of C14H20IN3O3RhS2 as an isolated structure.

Values from the calculation:
LUMO energy (spin up / spin down), Ha: -0.11306 / -0.20234
HOMO (spin up / spin down), eV: -11.68 / -12.27
2S+1: 5
Total charge: +1
DFT total energy, eV: -58228.274
⟨S²⟩: 6.0317

Each line ends with the Mulliken spin population.
Cartesian coordinates (Å):
C 3.326 0.954 -1.381  0.00
H -3.302 -3.211 -2.623  -0.01
H 4.968 -1.960 -0.287  0.00
N -0.815 0.917 3.985  0.02
H -0.237 1.713 3.745  0.00
H 4.337 -0.743 -2.242  0.00
H -3.194 0.970 -1.580  -0.02
H 1.620 0.585 1.477  0.00
H 3.769 1.923 -1.138  0.00
C 3.755 0.807 1.413  0.00
C 4.509 -0.510 1.227  0.00
Rh -0.929 0.461 0.049  2.44
N -1.795 2.311 -0.144  0.18
C -3.677 0.143 -2.083  0.11
H 5.574 -0.310 1.365  0.00
C -2.145 -0.950 3.203  0.01
N 2.405 0.755 0.859  0.01
H 3.270 -1.595 -0.167  0.00
O 1.011 0.600 -0.914  0.08
O -0.736 3.044 2.040  0.03
H 4.292 1.626 0.932  0.00
C -3.118 -1.152 -2.007  0.05
H 3.669 1.068 2.466  0.00
C -0.983 -0.014 3.064  0.00
H 5.388 0.289 -1.306  0.00
H -1.459 1.009 4.753  0.00
H -1.886 -1.939 2.840  0.00
H -6.348 -0.558 -4.031  0.01
C -3.742 -2.225 -2.683  0.12
H 4.219 -1.219 2.005  0.00
H -5.259 1.334 -2.873  0.00
C -4.897 -2.007 -3.400  -0.06
C 4.397 -0.168 -1.319  0.00
H -5.377 -2.827 -3.914  0.00
S -1.700 -1.497 -1.125  0.78
C 2.164 0.752 -0.447  -0.01
O -0.213 -0.106 2.080  0.04
C 4.265 -1.139 -0.145  0.00
S -1.543 3.382 0.857  0.04
H 2.909 1.037 -2.381  0.00
I -3.657 -0.178 1.899  0.06
C -5.442 -0.726 -3.464  0.16
C -4.830 0.343 -2.809  -0.04
H -2.562 -0.990 4.203  0.00

Cartesian forces, eV/Å:
-0.005 -0.002 -0.006
-0.003 -0.002 -0.003
0.001 0.001 0.001
0.025 0.018 0.016
-0.001 0.001 0.014
0.000 0.003 -0.001
-0.006 0.007 -0.001
-0.012 -0.022 -0.008
0.003 -0.002 0.000
0.000 0.020 -0.009
0.001 -0.004 -0.005
0.021 -0.041 -0.093
0.008 0.070 0.081
0.008 -0.023 -0.001
0.001 0.001 0.000
-0.009 0.023 -0.076
0.021 0.022 -0.007
0.001 0.001 0.003
-0.006 -0.018 -0.044
-0.013 0.030 -0.022
0.000 0.001 0.008
-0.003 0.041 0.002
0.002 -0.003 0.000
0.044 -0.037 -0.037
0.001 0.002 0.002
-0.004 0.006 -0.002
0.000 -0.003 0.012
-0.004 0.001 -0.001
0.007 -0.006 0.014
-0.006 -0.003 -0.001
0.000 0.004 0.000
-0.011 -0.006 -0.012
0.003 -0.012 -0.002
0.002 -0.001 -0.001
-0.022 -0.029 -0.013
-0.013 0.010 0.064
-0.042 0.057 0.085
0.004 0.001 0.006
0.027 -0.066 -0.011
0.001 0.001 0.002
-0.027 -0.039 0.042
0.006 0.005 0.002
0.000 -0.005 0.000
-0.002 0.001 0.001

***

2.
The following is a DFT calculation (ωB97M-V/def2-TZVPD) of a 2-piece molecular cluster, C5H12 overall in a non-equilibrium geometry.

Values from the calculation:
SMILES string: C=C.CCC
LUMO energy, Ha: 0.04492
HOMO, eV: -10.18
DFT total energy, eV: -5377.146

Each line ends with the Löwdin charge.
Cartesian coordinates (Å):
H 2.453 -3.246 -3.558  0.04
H 0.197 1.381 1.695  0.09
H 3.357 -3.859 -2.281  0.01
H 2.706 -6.314 -3.116  0.06
C -0.756 1.526 2.284  -0.15
H -1.316 3.557 0.166  0.06
H -2.685 2.456 0.408  0.11
C -1.305 2.912 2.242  -0.38
H -0.596 1.348 3.469  0.12
C -2.070 3.373 0.966  -0.15
H -0.480 3.619 2.180  0.09
H 1.627 -5.533 -4.159  0.01
C 2.838 -4.149 -3.112  -0.06
H -1.998 3.055 3.032  0.08
H -1.607 0.916 2.001  0.05
C 2.331 -5.327 -3.435  -0.06
H -2.697 4.285 1.216  0.08

Cartesian forces, eV/Å:
-0.366 0.041 -0.572
-1.256 -0.109 0.651
2.138 -0.283 1.997
0.049 0.765 0.786
0.507 -0.404 2.585
-0.595 0.485 0.522
0.918 2.405 1.828
0.035 1.458 -2.324
0.162 -0.100 -2.854
-0.742 -2.279 -1.727
0.049 0.293 1.220
-1.489 0.494 -1.820
-2.464 0.155 -1.473
-0.144 0.365 1.121
0.402 -0.869 -0.283
2.133 -1.171 1.081
0.663 -1.244 -0.739

***

3.
The following is a DFT calculation (ωB97M-V/def2-TZVPD) of a 10-piece molecular cluster, C46H92F18N4O16 overall in a non-equilibrium geometry.

Values from the calculation:
LUMO energy (spin up / spin down), Ha: 0.03995 / -0.05011
HOMO (spin up / spin down), eV: -4.27 / -4.27
2S+1: 2
Total charge: -1
DFT total energy, eV: -136812.196
⟨S²⟩: 0.7543

Each line ends with the Mulliken spin population.
Cartesian coordinates (Å):
H -6.245 -1.780 -0.839  0.00
H -8.614 -1.403 2.987  0.00
H -1.143 0.081 0.451  0.00
H 4.816 1.293 -3.208  0.00
H -3.950 -4.629 3.072  0.00
F 5.389 -0.720 4.151  0.00
H -6.888 -0.977 4.865  0.00
C -6.735 -3.846 -0.601  0.00
H -3.710 -0.445 -9.007  0.00
O -1.584 3.415 -3.831  0.89
H 1.695 -3.028 5.467  0.00
C -3.871 -2.204 1.965  0.00
H -2.072 3.877 -1.961  0.04
H -5.629 -5.320 5.102  0.00
O -6.220 -2.318 -2.708  0.00
C -0.313 4.172 2.829  0.00
C -4.657 -3.975 3.582  0.00
F 0.636 1.893 -2.436  0.02
H 2.736 -0.986 -5.022  0.00
H 7.053 2.061 1.060  0.00
C -3.710 -3.781 -1.538  0.00
H 3.097 -3.870 -1.252  0.00
O 0.675 -1.095 -1.263  0.00
H 1.227 5.011 -1.241  0.00
H -0.497 -1.153 1.641  0.00
F -3.065 4.440 1.253  0.00
H -6.724 -2.505 4.062  0.00
F 4.623 0.086 6.002  0.00
O 2.178 -0.726 3.410  0.00
C -0.134 -2.671 -4.877  0.00
H -8.307 0.368 2.728  0.00
O 4.348 -2.322 -0.946  0.00
N 6.830 1.770 -1.098  0.00
C -2.311 2.684 2.559  0.00
C 1.922 -2.193 6.131  0.00
H 2.264 -0.712 1.447  0.00
H -0.889 5.069 3.055  0.00
C 0.253 5.441 -1.475  0.01
C 4.923 -4.724 -0.708  0.00
H 2.757 7.093 -0.510  0.00
H 7.550 2.372 -1.469  0.00
H 0.460 0.820 -7.161  0.00
O 4.563 3.483 -1.145  0.00
H 0.844 4.155 4.807  0.00
C -1.605 -3.690 3.418  0.00
F -4.681 3.429 2.242  0.00
C 0.710 -1.998 6.974  0.00
H -2.440 -0.669 -4.951  0.00
H -0.094 -1.899 6.245  0.00
C 0.369 6.966 -1.773  0.00
H -1.294 -3.640 2.374  0.00
H 4.299 7.845 -2.179  0.00
F 5.888 -4.631 -1.554  0.00
C -1.625 -0.045 -4.586  0.01
H -0.471 7.327 -2.366  0.00
C -4.942 -4.475 5.057  0.00
H -4.701 -0.844 -7.706  0.00
H -2.209 0.873 -4.652  0.00
H -0.133 -3.722 -5.166  0.00
C 3.810 6.842 -0.382  0.00
H -1.583 -3.643 -1.826  0.00
H 3.804 0.835 0.768  0.00
H 0.074 0.379 1.658  0.00
H -8.177 -0.661 1.420  0.00
C -5.963 -2.677 -1.392  0.00
N -0.371 -0.158 -5.565  -0.01
O 3.248 -3.643 0.695  0.00
O 7.576 -0.310 -1.907  0.00
H -3.852 -3.990 -2.598  0.00
F -6.347 -4.128 0.700  0.00
C -0.269 -0.357 0.932  0.00
H -4.500 -1.435 5.292  0.00
H -4.423 -0.606 3.786  0.00
H 3.387 -5.546 1.362  0.00
H -0.794 1.770 -6.617  0.00
H 0.924 -5.319 2.309  0.00
C 0.895 -0.696 -0.099  0.00
H 2.883 -1.283 0.164  0.00
C -6.365 -1.476 4.050  0.00
C -7.997 -0.651 2.495  0.00
N 2.323 -0.497 0.462  0.00
H 2.690 -2.597 6.791  0.00
H -0.667 -3.580 3.962  0.00
H 2.349 -0.144 -6.473  0.00
H 1.993 -5.334 0.363  0.00
C 2.633 -4.813 1.075  0.00
F 3.740 5.343 1.985  0.00
H 0.731 -2.620 -4.216  0.00
C 1.680 -4.535 2.272  0.00
H 4.586 8.910 -0.807  0.00
C -2.396 -3.047 -1.412  0.00
H 0.718 -1.124 7.626  0.00
C -3.357 3.843 2.415  0.00
H 3.340 0.804 -0.897  0.00
C -1.645 0.323 -7.805  0.00
C -2.456 -2.567 4.011  0.00
H 4.567 -0.129 -2.398  0.00
O 4.065 5.640 -1.014  0.00
H 2.258 -4.519 3.195  0.00
H 1.254 7.189 -2.369  0.00
F 5.657 -4.763 0.387  0.00
H 6.520 0.461 0.747  0.00
H -2.104 -1.565 3.764  0.00
H -1.986 2.335 1.579  0.00
H 0.719 1.271 -4.620  0.01
C -0.503 2.364 -1.828  0.08
H 5.981 2.316 -1.093  0.00
F 4.482 3.294 1.864  0.00
H 8.161 0.810 0.362  0.00
H 4.137 7.139 0.615  0.00
H -5.372 -3.703 5.696  0.00
F 5.687 5.060 1.203  0.00
H -5.563 -3.962 2.975  0.00
C 4.631 7.873 -1.141  0.00
F 4.294 1.071 4.179  0.00
O -2.661 1.494 3.194  0.00
H -1.941 -4.723 3.509  0.00
O -2.795 -0.113 -7.092  0.00
H 1.792 3.837 3.260  0.00
H 1.287 -3.519 2.321  0.00
F -6.575 -4.895 -1.273  0.00
H -0.984 -2.676 -4.195  0.00
H -1.818 1.129 -8.519  0.00
C -0.211 -1.667 -5.999  0.00
C -1.167 3.670 -2.533  -0.03
H 2.850 4.174 -0.250  0.00
C 4.383 -0.137 4.731  0.00
C 3.914 4.405 -0.310  0.00
C 2.932 0.834 0.114  0.00
H -2.160 -2.568 -0.462  0.00
H -2.363 -2.151 -2.032  0.00
H 0.393 7.470 -0.807  0.00
H -1.293 -0.541 -8.368  0.00
H -2.493 -2.652 5.097  0.00
O 2.239 -0.932 5.559  0.00
H -0.373 5.304 -0.592  0.00
C -4.789 -1.524 4.245  0.00
H -4.100 -4.936 5.574  0.00
C 5.386 0.440 -2.839  0.00
H -4.378 0.842 -7.890  0.00
C -0.566 0.721 -6.807  0.00
F -0.145 2.783 -0.647  0.00
H 3.413 -1.997 4.357  0.00
H 1.279 5.353 3.737  0.00
C 0.916 0.211 -4.785  0.00
H 0.524 -2.903 7.553  0.00
H 5.687 7.699 -0.932  0.00
H 0.695 -1.734 -6.600  0.00
C 3.088 -0.959 4.437  0.00
C -3.914 -0.140 -7.980  0.00
H -3.319 -1.273 2.095  0.00
H 5.674 -0.046 -3.771  0.00
H 2.209 1.648 0.058  0.00
H -1.416 -0.513 -3.624  -0.01
O -6.630 -0.926 2.770  0.00
N -3.964 -2.585 3.483  0.00
O -1.137 3.171 3.313  0.00
C 6.677 0.524 -1.944  0.00
C 2.266 -0.074 -5.389  0.00
O -0.243 4.765 -2.561  0.00
H 0.021 3.973 1.811  0.00
F -1.387 1.359 -1.580  -0.01
C 7.162 1.245 0.346  0.00
H -1.115 -1.780 -6.598  0.00
F -3.441 4.754 3.389  0.00
C 0.936 4.318 3.734  0.00
H -3.422 -3.044 1.434  0.00
H -3.806 -4.741 -1.032  0.00
C 3.928 -3.643 -0.584  0.00
H -4.883 -2.140 1.565  0.00
F 4.390 -5.951 -0.885  0.00
H 0.822 -0.249 -3.801  -0.01
C 4.492 4.481 1.205  0.00
H 3.024 0.623 -5.034  0.00
O -4.573 -2.682 -1.137  0.00
F -8.066 -3.632 -0.449  0.00

Cartesian forces, eV/Å:
-0.248 0.250 1.016
-0.328 0.108 -0.047
0.079 -0.577 -0.182
0.886 1.115 0.786
-0.260 -0.179 0.118
2.214 -1.195 -0.479
0.404 0.480 0.104
0.061 3.210 0.117
0.640 0.408 -0.102
0.552 -0.063 1.807
0.138 0.281 -0.948
-0.667 -0.538 1.872
-0.324 0.064 0.395
-0.433 0.188 -0.667
-0.210 -2.685 2.169
0.037 0.661 1.998
0.954 0.047 1.154
-1.528 0.325 0.235
-0.606 -0.502 0.049
0.213 0.242 -0.383
-0.378 2.510 -0.691
-0.186 -0.664 -0.644
1.505 1.634 3.996
0.171 0.255 0.182
0.008 -0.550 -0.556
0.196 1.214 -0.575
-0.334 -0.253 0.082
0.623 -0.493 1.397
2.688 0.661 -0.924
-0.301 -0.460 1.430
0.204 0.082 0.847
-0.545 -2.725 1.516
0.568 -2.924 1.775
0.589 -4.042 2.925
0.563 0.741 0.833
-0.036 0.700 2.596
0.128 0.832 -1.281
0.428 1.316 1.602
1.357 -0.693 1.803
-0.255 0.052 0.434
0.495 0.061 0.059
-0.208 -0.449 -0.937
-0.380 0.233 2.179
-0.398 -0.866 -0.269
0.683 0.307 0.029
1.347 -0.067 0.246
-1.079 -0.194 -0.269
0.551 -0.612 -0.527
-0.478 0.308 0.310
-0.025 -1.056 -0.085
-0.365 0.684 -0.130
0.783 0.033 -0.270
0.956 0.884 -4.086
-0.282 -1.358 -1.048
-0.260 -0.143 0.247
0.236 0.056 -0.714
0.401 -0.197 0.828
1.296 0.717 0.468
0.090 0.177 -0.942
-0.139 2.888 -0.496
0.438 -0.238 0.563
-0.426 1.091 0.285
0.358 0.349 -0.066
0.363 -0.623 -0.088
-1.210 3.610 -1.826
-0.893 -1.192 0.958
0.957 0.959 -0.443
-2.704 2.642 -0.148
-0.296 -0.061 -0.195
0.640 0.402 -0.178
1.759 0.623 -0.398
0.021 -0.655 -0.057
0.048 0.423 0.142
0.011 -0.230 0.239
-0.107 -0.126 1.450
-0.148 0.205 0.171
-2.063 -1.000 -1.786
1.361 -0.918 -1.435
1.358 -1.107 -0.928
0.056 -0.079 -0.291
-2.735 0.020 -1.889
0.792 0.235 -0.019
0.162 -0.295 0.079
-0.262 0.361 -0.054
0.155 0.412 -1.033
-1.156 -0.750 1.645
-0.045 -0.953 -0.345
0.247 0.511 -0.203
1.318 0.099 0.262
-0.919 0.086 0.304
1.220 -0.120 -0.687
0.224 -0.060 -0.108
-1.451 -1.556 -0.071
-0.185 -0.412 -0.020
0.751 -1.861 0.458
-1.812 -0.769 -0.695
0.580 -0.775 0.569
0.676 -0.678 1.327
0.067 -0.466 0.195
0.156 -0.027 0.223
0.203 -0.541 3.390
-0.578 -0.001 -0.993
0.098 0.001 -0.043
0.151 1.078 -0.909
0.544 0.083 0.018
-0.515 0.302 -0.284
-2.112 1.498 0.247
0.530 0.829 -0.769
-0.048 0.394 -0.299
-0.276 -1.596 0.644
0.112 0.073 -0.109
1.098 -0.706 0.136
0.106 0.352 0.117
0.045 0.485 -0.438
0.003 1.355 -0.627
-0.608 2.416 -1.050
-0.299 0.180 0.628
-0.062 0.132 -1.067
-0.014 -0.678 0.600
-0.392 -0.004 -0.759
0.227 -4.346 -1.876
-0.231 0.486 -0.101
-0.159 0.246 0.225
-0.747 0.878 -0.126
1.559 0.057 -1.627
-0.412 -0.012 0.515
-3.399 0.976 -1.331
1.921 -1.996 -1.717
0.694 -1.224 -0.561
0.001 -0.803 0.458
-0.659 -0.035 -0.462
0.139 0.227 -0.189
0.054 -0.049 -0.480
-0.173 -0.073 -0.060
0.148 -0.810 2.260
-0.193 -0.004 0.092
-0.380 1.329 -1.055
0.561 0.603 -0.198
0.502 -0.263 -0.273
-0.055 0.120 -0.646
0.719 0.656 0.577
0.756 0.430 1.276
0.855 -0.414 -0.046
-0.245 0.464 -0.394
-1.536 1.145 0.211
-0.078 -0.026 0.189
0.146 -0.645 -0.795
-0.193 0.276 -0.191
-3.403 -1.510 -1.468
-1.013 0.238 0.399
-0.047 0.114 -1.202
0.252 -0.520 0.316
0.182 -0.070 1.030
0.533 0.913 0.111
0.141 0.318 0.221
-0.863 -1.000 0.303
-0.805 -1.227 -0.060
0.694 -1.795 -1.474
1.024 -0.664 -0.132
-1.749 -2.200 -2.435
-0.228 0.479 -0.386
0.716 0.646 -1.316
0.337 0.805 0.080
0.245 -0.542 -0.060
0.561 -0.001 -0.113
0.622 0.658 -0.832
0.487 0.368 0.170
-0.104 0.196 0.689
-2.298 4.795 -2.082
0.145 0.548 0.177
-0.707 -0.373 -0.106
-0.071 -0.148 -0.152
-1.863 1.002 -0.842
-0.418 0.645 -0.165
0.709 -2.221 1.280
0.018 0.384 -0.319